[1]
Formula: C43H33AuF9N3O2PSe
Source: the OMol25 dataset
Level of theory: the ωB97M-V functional and the def2-TZVPD basis

XYZ file:
```
93
Properties=species:S:1:pos:R:3:forces:R:3:lowdin_charge:R:1
Au 0.474 0.514 0.945 0.374 0.362 -0.191 0.8147
O -3.018 4.355 -1.249 -0.049 0.019 -0.036 0.0573
C -3.863 3.328 -1.052 -0.017 -0.039 0.023 -0.2680
C -5.149 3.465 -1.578 -0.050 -0.013 -0.023 -0.0111
C -6.076 2.456 -1.427 0.020 0.029 -0.006 -0.0594
C -5.750 1.283 -0.744 -0.096 -0.035 -0.036 -0.0805
C -4.488 1.144 -0.220 0.040 -0.039 0.040 -0.0273
C -3.522 2.150 -0.360 0.001 0.097 -0.060 -0.0843
C -2.182 1.892 0.196 0.025 -0.294 0.006 -0.4345
O -1.922 0.783 0.727 -0.107 -0.003 0.189 -0.1162
N -1.274 2.878 0.046 0.106 0.154 -0.028 0.0390
N -0.031 2.522 0.388 -0.158 0.042 -0.237 -0.1284
C 0.899 3.410 0.399 0.023 0.029 0.112 -0.0588
C 2.272 3.029 0.705 0.025 0.017 -0.094 -0.2642
C 3.332 3.892 0.462 0.074 0.050 -0.039 0.0010
C 4.624 3.446 0.695 -0.020 0.050 -0.010 -0.0280
C 4.820 2.158 1.164 0.009 -0.026 -0.014 -0.0279
C 3.709 1.364 1.401 0.012 -0.113 0.073 -0.1266
N 2.472 1.794 1.191 -0.147 -0.013 0.333 0.0324
H -2.175 4.134 -0.804 0.085 -0.027 0.044 0.0605
H -5.390 4.382 -2.098 0.013 -0.033 0.001 0.1239
H -7.069 2.583 -1.841 0.013 -0.001 0.006 0.1113
H -6.485 0.497 -0.623 0.028 0.033 -0.004 0.1041
H -4.208 0.249 0.321 -0.008 0.024 -0.008 0.1116
H 0.653 4.440 0.166 -0.017 0.030 0.036 0.1421
H 3.140 4.888 0.082 0.014 -0.050 0.009 0.1240
H 5.468 4.097 0.507 -0.025 -0.011 0.006 0.1218
H 5.812 1.770 1.356 -0.026 0.015 0.004 0.1178
H 3.801 0.354 1.789 -0.025 0.031 -0.022 0.0862
F 6.591 -0.838 -3.900 0.017 -0.011 -0.030 0.1642
C 6.316 -0.336 -2.691 -0.027 -0.005 0.016 -0.5941
F 7.047 -1.005 -1.791 0.029 -0.009 0.004 0.1494
F 6.731 0.942 -2.684 0.032 0.028 -0.002 0.1485
C 4.841 -0.415 -2.388 -0.051 0.002 0.015 -0.0994
C 4.368 -1.237 -1.374 -0.019 0.015 0.002 0.0153
C 3.014 -1.254 -1.091 0.027 -0.030 -0.031 -0.1028
C 2.131 -0.468 -1.834 0.125 0.153 0.082 -0.3494
C 2.610 0.326 -2.873 -0.027 0.045 -0.077 -0.0391
C 3.969 0.354 -3.145 -0.025 -0.006 -0.036 0.0159
P 0.420 -0.431 -1.283 -0.138 -0.425 0.430 1.0530
C -0.190 -2.120 -1.322 -0.019 -0.033 0.053 -0.3747
C 0.369 -3.077 -2.163 0.061 0.003 0.020 -0.0418
C -0.158 -4.360 -2.186 0.024 0.009 -0.047 0.0195
C -1.243 -4.669 -1.381 0.008 0.025 0.022 -0.0939
C -1.815 -3.710 -0.555 -0.014 0.040 0.007 0.0189
C -1.284 -2.433 -0.520 -0.067 -0.094 -0.095 -0.0878
C -1.848 -6.049 -1.422 0.007 0.027 0.007 -0.5922
F -0.989 -6.956 -1.900 0.005 -0.031 -0.007 0.1529
F -2.232 -6.447 -0.201 -0.010 -0.025 0.013 0.1529
F -2.936 -6.065 -2.209 -0.025 -0.019 -0.014 0.1583
C -0.590 0.510 -2.434 -0.063 0.140 0.150 -0.3230
C -1.655 -0.110 -3.082 -0.038 -0.043 -0.023 -0.0287
C -2.456 0.617 -3.951 0.026 -0.018 -0.019 0.0283
C -2.192 1.958 -4.165 0.013 -0.028 0.029 -0.0878
C -1.146 2.592 -3.506 0.016 0.011 -0.002 0.0139
C -0.353 1.873 -2.634 0.029 -0.021 -0.110 -0.0951
C -3.025 2.768 -5.127 -0.013 -0.027 0.055 -0.5914
F -3.668 3.755 -4.493 -0.047 0.068 0.024 0.1619
F -2.245 3.336 -6.060 0.041 0.027 -0.065 0.1561
F -3.936 2.020 -5.756 -0.038 -0.019 -0.021 0.1545
H 5.053 -1.849 -0.804 -0.012 0.017 -0.009 0.1310
H 2.643 -1.886 -0.291 0.026 0.013 -0.053 0.0501
H 1.930 0.917 -3.477 0.059 -0.037 0.068 0.1070
H 4.349 0.975 -3.947 -0.005 -0.021 0.028 0.1360
H 1.215 -2.833 -2.794 -0.012 -0.011 0.017 0.1178
H 0.276 -5.117 -2.826 -0.011 0.023 0.018 0.1312
H -2.666 -3.965 0.064 0.027 0.005 -0.011 0.1349
H -1.723 -1.675 0.112 -0.025 0.058 0.049 0.0796
H -1.863 -1.161 -2.925 -0.001 0.052 0.001 0.1115
H -3.276 0.134 -4.464 0.005 0.014 0.016 0.1316
H -0.962 3.646 -3.669 -0.012 -0.010 0.006 0.1391
H 0.455 2.372 -2.116 0.025 0.005 -0.002 0.0990
C -0.965 -1.604 7.821 0.016 0.023 -0.062 -0.0344
C -0.440 -1.540 6.412 -0.013 0.001 0.165 -0.2455
C 0.905 -1.329 6.152 0.208 -0.024 0.044 -0.0029
C 1.408 -1.275 4.858 0.218 0.318 0.120 -0.2990
C 2.882 -1.029 4.656 0.021 0.001 0.121 -0.0909
C 0.521 -1.444 3.788 0.097 0.347 -0.173 -0.4804
Se 1.329 -1.471 2.045 -0.254 -0.656 -0.372 0.8196
C -0.843 -1.670 4.020 -0.073 -0.176 0.023 -0.2816
C -1.803 -1.933 2.905 -0.171 -0.163 0.041 -0.0632
C -1.294 -1.709 5.332 -0.138 -0.021 -0.191 -0.0012
H -0.199 -1.332 8.546 -0.021 -0.004 -0.028 0.0790
H -1.311 -2.613 8.055 0.017 0.011 -0.015 0.0908
H -1.817 -0.934 7.948 0.028 -0.010 -0.004 0.0874
H 1.588 -1.193 6.984 -0.007 -0.031 -0.045 0.1215
H 3.370 -0.853 5.613 -0.019 -0.006 0.010 0.0817
H 3.055 -0.158 4.021 -0.028 -0.025 0.026 0.0499
H 3.374 -1.882 4.184 -0.014 0.032 0.011 0.0767
H -1.772 -1.160 2.148 0.014 0.215 -0.148 0.0256
H -2.827 -1.981 3.278 0.060 -0.035 0.012 0.0910
H -1.564 -2.890 2.433 0.005 0.036 -0.047 0.0853
H -2.349 -1.888 5.516 0.032 0.023 -0.038 0.1269
```
Positions in Å, forces in eV/Å.

2S+1	1
charge	+1

[2]
Formula: C22H25N3O5S
Source: the OMol25 dataset
Level of theory: the ωB97M-V functional and the def2-TZVPD basis

XYZ file:
```
56
Properties=species:S:1:pos:R:3:forces:R:3:nbo_charge:R:1
C -0.448 -1.374 5.429 0.157 0.033 0.158 -0.2545
O -1.414 -1.627 4.437 -0.248 -0.011 -0.243 -0.5141
C -1.675 -0.657 3.517 -0.046 0.091 -0.110 0.3790
C -1.044 0.581 3.461 0.101 -0.255 0.329 -0.3306
C -1.375 1.478 2.458 -0.218 -0.003 -0.193 -0.1767
C -2.339 1.174 1.512 0.068 0.189 0.025 -0.0629
C -2.683 2.139 0.407 -0.012 0.084 0.098 -0.2484
N -2.360 1.588 -0.895 -0.407 -0.073 0.078 -0.5952
C -1.348 2.037 -1.658 -0.228 -0.194 -0.368 0.6701
O -0.672 3.006 -1.372 0.241 0.183 0.121 -0.6431
C -1.148 1.223 -2.937 -0.174 0.260 -0.230 -0.3044
N -0.210 0.134 -2.798 0.914 0.048 -0.534 -0.6931
C -0.163 -0.684 -1.642 -0.084 -0.605 0.433 0.0588
C 0.218 -0.185 -0.400 -0.014 -0.035 0.008 -0.1449
C 0.344 -1.040 0.678 0.002 -0.023 -0.074 -0.2379
C 0.097 -2.402 0.548 0.045 0.030 -0.084 0.0110
C 0.255 -3.313 1.726 -0.034 0.016 -0.003 -0.6386
C -0.281 -2.889 -0.697 -0.028 -0.014 0.048 -0.2261
C -0.406 -2.043 -1.784 -0.068 0.109 0.077 -0.1738
S 1.242 0.190 -3.617 0.208 0.178 0.029 2.3625
O 1.084 1.112 -4.703 -0.131 0.161 0.179 -0.9414
O 1.619 -1.159 -3.911 -0.011 0.075 0.293 -0.9290
C 2.406 0.848 -2.467 -0.170 0.315 -0.327 -0.5476
C 3.281 0.153 -1.584 -0.015 0.392 -0.039 0.1970
C 3.416 -1.312 -1.415 0.130 -0.111 0.108 -0.6628
N 3.990 1.014 -0.906 0.448 -1.198 0.449 -0.1448
O 3.621 2.263 -1.305 -0.621 0.675 -0.591 -0.2672
C 2.674 2.175 -2.242 -0.260 -0.502 -0.262 0.4254
C 2.101 3.401 -2.828 0.064 0.213 0.153 -0.7069
C -2.974 -0.062 1.582 0.110 0.064 0.161 -0.1852
C -2.648 -0.968 2.566 0.072 -0.088 0.128 -0.2740
H -0.415 -2.273 6.043 0.037 0.087 -0.014 0.2036
H 0.540 -1.199 4.992 -0.028 0.015 0.012 0.1764
H -0.727 -0.520 6.054 0.018 -0.015 -0.035 0.1793
H -0.292 0.856 4.182 0.073 -0.013 0.085 0.2241
H -0.870 2.431 2.418 0.062 0.119 -0.018 0.2188
H -3.753 2.376 0.429 0.141 0.058 0.009 0.2054
H -2.110 3.063 0.507 -0.141 -0.076 0.005 0.2425
H -2.804 0.716 -1.140 0.104 0.069 -0.120 0.3986
H -0.741 1.864 -3.722 -0.316 0.092 0.148 0.2680
H -2.114 0.821 -3.271 0.117 0.078 0.024 0.1981
H 0.431 0.866 -0.277 0.065 0.131 -0.011 0.2201
H 0.656 -0.643 1.632 0.013 0.051 0.111 0.2187
H 1.250 -3.206 2.156 0.062 -0.041 0.069 0.2200
H -0.470 -3.062 2.499 -0.038 -0.030 0.110 0.2299
H 0.110 -4.351 1.439 0.011 -0.096 0.027 0.2155
H -0.470 -3.945 -0.822 -0.009 -0.120 -0.005 0.2135
H -0.669 -2.425 -2.758 -0.019 -0.044 -0.129 0.2315
H 3.182 -1.806 -2.354 0.093 -0.080 0.062 0.2564
H 4.425 -1.552 -1.090 0.051 -0.059 0.022 0.2353
H 2.713 -1.663 -0.661 -0.068 -0.063 0.026 0.2358
H 1.169 3.644 -2.312 0.055 0.005 -0.049 0.2832
H 2.796 4.228 -2.715 0.064 0.061 -0.058 0.2356
H 1.874 3.223 -3.877 0.044 0.071 -0.011 0.2579
H -3.739 -0.318 0.863 -0.117 -0.065 -0.088 0.2052
H -3.134 -1.929 2.624 -0.063 -0.134 0.012 0.2264
```
Positions in Å, forces in eV/Å.

structure (SMILES)	COc1ccc(CNC(=O)CN(c2ccc(C)cc2)S(=O)(=O)c2c(C)noc2C)cc1
2S+1	1

[3]
Formula: C3H8N2O2
Source: the OMol25 dataset
Level of theory: the ωB97M-V functional and the def2-TZVPD basis

XYZ file:
```
15
Properties=species:S:1:pos:R:3:forces:R:3:nbo_charge:R:1
C 2.153 0.115 -1.035 0.326 -0.355 -0.886 -0.1014
C 1.010 0.289 -1.754 -0.864 0.007 1.145 -0.1346
N 0.130 0.889 -0.857 0.171 -0.080 -1.231 -0.5200
C 0.803 1.086 0.284 0.171 0.264 0.637 0.1695
N 2.018 0.623 0.228 0.696 -0.220 -0.146 -0.4727
H 3.043 -0.351 -1.445 -0.014 0.120 0.513 0.2047
H 0.617 -0.103 -2.667 0.270 0.084 -0.484 0.2140
H -0.777 1.220 -1.129 -0.238 -0.005 0.504 0.4325
H 0.434 1.586 1.158 -0.468 0.080 -0.024 0.2046
O -2.195 0.531 0.879 -0.077 0.454 -0.047 -0.9871
H -2.679 0.923 1.617 0.179 -0.344 -0.128 0.4725
H -1.780 -0.295 1.179 -0.341 0.006 0.145 0.4977
O -1.320 -2.125 1.265 0.808 0.018 0.228 -0.9428
H -0.564 -2.207 1.876 -0.461 -0.001 -0.215 0.4813
H -0.893 -2.181 0.399 -0.157 -0.029 -0.010 0.4818
```
Positions in Å, forces in eV/Å.

structure (SMILES)	c1c[nH]cn1.O.O
2S+1	1

[4]
Formula: C5H9N
Source: the OMol25 dataset
Level of theory: the ωB97M-V functional and the def2-TZVPD basis

XYZ file:
```
15
Properties=species:S:1:pos:R:3:forces:R:3:nbo_charge:R:1
C -0.391 0.873 -0.973 -0.029 1.880 -1.532 0.0694
C -0.268 -0.299 1.290 -1.453 -1.258 -4.451 -0.3716
C -1.267 0.851 1.122 0.488 -0.666 2.098 -0.3080
C 0.048 -0.486 -0.810 -0.591 -0.944 3.875 -0.2376
C 1.540 -0.762 -0.886 -0.878 0.229 1.820 -0.6403
N -1.045 1.525 -0.112 0.022 1.004 -1.304 -0.4013
H -0.099 1.435 -1.915 -0.525 -0.632 0.848 0.1846
H 0.732 -0.123 1.576 0.903 0.251 0.595 0.1907
H -0.689 -1.300 1.495 0.397 0.732 0.408 0.2072
H -2.258 0.287 1.108 0.714 1.593 0.424 0.2130
H -1.090 1.712 1.908 -1.073 -2.013 -0.986 0.2125
H -0.659 -1.236 -1.268 0.878 0.572 0.543 0.2232
H 2.046 0.167 -0.393 -0.397 -1.921 -1.183 0.2172
H 1.772 -0.960 -1.925 0.832 0.013 -0.024 0.2151
H 1.629 -1.684 -0.219 0.711 1.161 -1.131 0.2259
```
Positions in Å, forces in eV/Å.

2S+1	1

[5]
Formula: C4H6N2O3
Source: the OMol25 dataset
Level of theory: the ωB97M-V functional and the def2-TZVPD basis

XYZ file:
```
15
Properties=species:S:1:pos:R:3:forces:R:3:nbo_charge:R:1
C 1.170 -1.467 -0.452 0.431 -3.320 -2.639 0.4298
N -0.049 -1.978 -0.717 2.896 1.083 2.205 -0.2204
O -0.987 -1.660 0.433 0.341 0.631 -1.007 -0.4224
C -1.962 -0.740 0.327 1.482 1.874 -1.395 0.3666
N -1.988 0.438 -0.231 0.996 -1.756 0.819 -0.2187
O -0.730 0.635 -0.914 -1.471 -0.414 -0.348 -0.4399
C 0.111 1.568 -0.284 2.092 -1.444 -4.837 -0.1089
C 0.999 0.794 0.669 -0.007 -0.664 -1.318 -0.0962
O 1.732 -0.460 0.153 -0.603 2.226 0.202 -0.4992
H 2.174 -2.124 -0.911 -3.461 1.706 0.730 0.1853
H -2.788 -1.010 0.907 -1.384 -0.379 0.740 0.1779
H -0.445 2.396 0.073 -0.197 0.840 0.999 0.2169
H 0.676 1.881 -1.303 -0.595 -0.050 2.661 0.2010
H 1.793 1.454 1.001 -0.028 -0.550 0.891 0.2170
H 0.295 0.273 1.248 -0.492 0.218 2.297 0.2111
```
Positions in Å, forces in eV/Å.

structure (SMILES)	C1=N\O/C=N\OCCO/1
2S+1	1

[6]
Formula: C14H33AsN4ScSe
Source: the OMol25 dataset
Level of theory: the ωB97M-V functional and the def2-TZVPD basis

XYZ file:
```
54
Properties=species:S:1:pos:R:3:forces:R:3:nbo_charge:R:1
Sc -0.417 0.106 0.475 0.111 1.367 1.322 1.8347
N -2.264 0.607 1.902 0.397 -0.272 -0.459 -0.9554
C -2.358 -0.288 3.115 0.228 -0.037 0.163 -0.2286
C -1.290 0.034 4.152 0.054 -0.076 -0.258 -0.4440
C 0.121 -0.408 3.793 -0.248 -0.016 0.050 -0.2276
N 0.652 0.331 2.593 -0.215 -0.523 -0.379 -0.9518
H -2.271 1.565 2.253 0.133 0.125 -0.102 0.4166
H -3.159 0.531 1.418 0.027 -0.024 -0.192 0.4222
H -2.277 -1.327 2.785 -0.037 -0.010 -0.025 0.2065
H -3.340 -0.161 3.570 -0.046 -0.001 -0.102 0.2528
H -1.561 -0.475 5.077 -0.025 0.043 0.024 0.2833
H -1.308 1.107 4.375 0.002 -0.017 0.086 0.2236
H 0.144 -1.477 3.578 0.035 -0.003 -0.015 0.2149
H 0.776 -0.227 4.645 0.071 -0.017 -0.056 0.2463
H 1.653 0.143 2.553 0.056 -0.025 -0.130 0.4167
H 0.609 1.323 2.821 -0.023 0.150 -0.168 0.4090
C 2.650 5.005 0.173 -0.115 0.374 0.045 -0.4206
N 3.240 3.762 -0.319 -0.056 -0.173 0.008 -0.2951
C 4.556 3.649 -0.692 0.138 -0.040 -0.044 -0.0233
C 4.743 2.388 -1.144 0.050 0.101 -0.041 -0.0215
N 3.533 1.740 -1.050 -0.086 0.206 0.209 -0.3155
C 3.315 0.378 -1.501 0.009 -0.245 -0.223 -0.3923
C 2.625 2.593 -0.538 0.124 -0.278 -0.085 0.2686
Se 0.768 2.347 -0.296 -0.695 -0.631 -0.004 -0.2628
H 3.292 5.430 0.940 0.028 -0.076 0.009 0.2530
H 1.665 4.822 0.589 0.027 -0.083 0.014 0.2325
H 2.559 5.717 -0.647 0.015 -0.063 -0.027 0.2541
H 5.248 4.470 -0.603 -0.024 0.000 0.004 0.2778
H 5.625 1.907 -1.534 -0.021 -0.015 0.024 0.2719
H 4.169 -0.240 -1.232 0.020 0.058 0.056 0.2543
H 3.189 0.351 -2.583 -0.023 0.052 0.016 0.2492
H 2.423 -0.029 -1.032 -0.023 0.030 0.043 0.1834
C -0.878 -3.802 0.441 -0.021 0.032 -0.174 -0.5951
C -0.767 -3.495 -1.056 0.004 0.094 0.269 -0.6852
As -1.419 -1.692 -1.438 -0.180 -0.442 -0.212 0.6920
C -1.296 -1.511 -3.385 0.337 0.209 0.101 -0.6492
C 0.154 -1.391 -3.852 -0.131 -0.066 0.111 -0.6193
C -3.343 -1.806 -1.097 -0.058 0.354 0.050 -0.6812
C -4.019 -0.445 -1.309 0.097 -0.175 -0.029 -0.6122
H -0.238 -4.637 0.719 0.009 0.005 0.014 0.2673
H -1.896 -4.062 0.726 -0.017 0.074 0.040 0.2395
H -0.566 -2.936 1.052 0.044 -0.072 0.076 0.1417
H -1.371 -4.184 -1.648 0.009 -0.009 -0.032 0.2647
H 0.263 -3.581 -1.401 -0.003 0.087 -0.061 0.2477
H -1.885 -0.648 -3.695 -0.046 0.010 0.090 0.2513
H -1.774 -2.408 -3.781 -0.052 -0.019 0.044 0.2573
H 0.642 -0.533 -3.383 0.035 0.019 -0.062 0.1925
H 0.189 -1.249 -4.930 -0.002 0.003 -0.013 0.2659
H 0.720 -2.293 -3.621 0.045 0.022 -0.012 0.2206
H -3.498 -2.180 -0.085 0.053 -0.041 0.003 0.2329
H -3.748 -2.546 -1.788 0.056 -0.090 0.022 0.2667
H -3.451 0.368 -0.836 -0.097 0.065 -0.005 0.1611
H -5.028 -0.443 -0.900 0.003 0.004 0.009 0.2611
H -4.100 -0.204 -2.367 0.027 0.055 0.009 0.2469
```
Positions in Å, forces in eV/Å.

2S+1	1
charge	+3

E_HOMO, record by record: -10.53, -8.86, -8.87, -8.89, -9.26, -17.65 eV
Frontier orbital gap, record by record: 4.9369, 9.4159, 9.4861, 9.9684, 9.9341, 6.7499 eV
Energy relative to the best compared isomer or geometry (same formula, charge and spin), record by record: 24.05, 88.75, 23.23, 72.24, 183.77, 16.15 kcal/mol